[1]
# C28H23N2O9RuS

A molecular structure, C28H23N2O9RuS (wB97M-V/def2-TZVPD, OMol25).

Atoms and positions in Å:
Ru 0.10204 -0.06313 -0.94727
S -0.96021 -1.35041 0.56680
O -1.44365 1.32313 -1.14948
O -6.69865 -4.80570 -0.42413
O 1.95475 -0.70982 -0.88434
O 3.96111 2.86751 -1.56774
O 1.85469 2.87905 -0.80601
O -0.16657 -1.29373 -2.58448
O 1.04804 1.23695 -2.79080
O 0.98948 -1.87908 -4.41175
O -6.66639 -3.62006 -2.29109
N 1.37776 1.05014 1.48979
N 0.44756 1.10925 0.65950
C 4.92634 -0.25278 4.75868
C -3.27359 -2.62910 0.89646
C -2.78255 -2.19247 -1.41846
C 2.61934 -0.73912 0.25075
C 3.85423 0.65458 4.76849
C -1.63647 2.10241 -0.01987
C 5.14368 -1.02667 3.65300
C -0.59473 2.03617 0.91848
C -2.74670 2.89056 0.18477
C -4.83960 -3.30275 -0.80417
C 4.52314 -1.72539 1.37484
C -4.46366 -3.22920 0.53750
C 0.74150 0.42699 -3.93770
C -6.12967 -3.90245 -1.25696
C -0.67622 2.80285 2.07156
C 2.67367 2.49091 -1.59291
C -2.34189 1.44318 -2.26787
C 3.02312 0.77499 3.68539
C 2.37256 0.08974 1.37348
C -2.80685 3.65340 1.34634
C 0.55533 -1.06693 -3.62742
C -3.99041 -2.77143 -1.76782
C -2.41403 -2.10741 -0.07728
C -1.78184 3.61482 2.27544
C 2.42611 1.54893 -2.73793
C 3.22816 -0.00692 2.52631
C 4.30693 -0.92130 2.52133
C 3.71440 -1.63572 0.28694
H -5.11605 -3.59075 1.32433
H -2.11349 -1.82964 -2.18349
H 3.03716 0.65232 -2.61063
H -3.67086 4.28018 1.52085
H -4.28625 -2.82937 -2.80691
H 5.57025 -0.33748 5.62386
H -1.86959 0.91037 -3.08360
H 2.19871 1.47076 3.71297
H 3.67827 1.26347 5.64599
H 4.08123 3.45279 -0.80349
H -6.09465 -5.01937 0.29776
H 0.12179 2.74558 2.79624
H 5.35009 -2.42488 1.38270
H -3.00719 -2.54547 1.94217
H -1.84993 4.21064 3.17524
H -3.29620 0.98059 -2.01817
H 5.96141 -1.73662 3.62814
H -2.45865 2.49604 -2.51975
H 2.74371 2.05760 -3.65421
H -3.55342 2.92038 -0.53202
H 1.49437 0.56562 -4.71211
H 3.86413 -2.24986 -0.59045
H -0.21511 0.79311 -4.31581

Values from the calculation:
2S+1	2
ΔE to the lowest compared entry with this formula, charge and spin	0.133	eV
HOMO-LUMO gap (alpha / beta)	6.8 / 6.4	eV

[2]
# C28H24Br2N5OSn

A molecular structure, C28H24Br2N5OSn at a distorted geometry (wB97M-V/def2-TZVPD, OMol25).

Atoms and positions in Å:
Sn 11.03321 9.74828 11.41797
Br 16.24646 11.98497 15.04235
Br 15.92682 10.18499 20.19388
O 13.20244 10.89548 15.06884
N 11.31708 10.79795 9.46453
N 9.37128 8.93464 9.92829
N 8.87821 10.70736 11.83974
N 11.61901 10.80129 17.30055
N 12.38157 7.96342 10.38262
C 6.39344 11.73869 12.37578
C 8.76803 11.89680 12.52527
C 13.55450 10.57064 18.68959
C 9.62776 7.54677 9.19104
C 10.84460 10.67617 18.35648
C 6.54442 10.53781 11.72864
C 7.53926 12.49561 12.73445
C 11.96879 11.48204 6.92035
C 12.44897 11.43696 9.25479
C 10.77756 10.75379 7.11870
C 11.37059 10.50580 19.63519
C 12.93196 10.76787 17.42797
C 8.10596 8.77514 10.67998
C 13.71471 8.15637 10.39584
C 15.18377 11.27584 16.35876
C 12.78792 5.79715 9.50002
C 10.41382 6.57232 10.02641
C 11.90300 6.78900 9.96801
C 9.16065 9.84424 8.81720
C 15.02181 10.60322 18.65894
C 15.76857 11.06576 17.52898
C 14.65062 7.23302 9.93137
C 12.77481 11.84694 7.97561
C 13.72416 10.98295 16.14252
C 10.45930 10.44712 8.45535
C 7.82238 10.04306 11.44129
C 12.74613 10.45737 19.84248
C 14.11107 6.07619 9.41665
H 10.20851 5.59167 9.63383
H 13.64983 12.43011 7.74613
H 8.54232 10.63649 9.20233
H 14.02168 9.13657 10.77192
H 7.50828 13.46144 13.23205
H 8.68311 7.16839 8.90981
H 13.04944 11.56549 10.11002
H 12.37875 4.86961 9.13077
H 10.75745 10.28354 20.53837
H 14.81661 5.34966 9.05930
H 8.30636 8.03336 11.43218
H 8.65534 9.34291 7.98029
H 5.38558 12.16153 12.40301
H 9.73032 12.26042 12.81797
H 5.65090 10.03523 11.41088
H 13.15743 10.32868 20.80819
H 12.27979 11.76636 5.94486
H 16.83159 11.19096 17.64482
H 7.33775 8.53709 9.97062
H 10.15470 7.75746 8.25454
H 15.73414 7.38043 9.92521
H 9.78884 10.71337 18.23148
H 10.04516 6.65659 11.01748
H 10.12007 10.50614 6.31288

Values from the calculation:
total charge	+3
2S+1	1
HOMO-LUMO gap	6.3	eV

[3]
# C28H24CoN4O4

A molecular structure, C28H24CoN4O4 (wB97M-V/def2-TZVPD, OMol25).

Atoms and positions in Å:
Co -0.54722 0.07823 0.00044
O 0.32440 0.66701 -1.64198
O -0.94890 -0.64338 1.69477
O -4.17833 1.49963 0.42567
O -2.39698 0.37491 -0.31823
N 2.23080 0.57578 -0.35035
N -0.68385 2.05296 0.40735
N -0.65982 -1.66595 -0.81838
N 1.28318 0.33630 0.63313
C 4.42314 1.61534 -3.82970
C 0.41191 -3.31785 -2.25541
C 1.59912 0.71252 -1.49032
C 2.67188 -4.06756 -1.83448
C -4.30843 -3.06196 -2.40230
C 2.69167 0.50534 -5.07286
C 2.68902 -3.25813 -0.70632
C -1.12529 0.62291 5.06692
C -2.45474 -3.29312 -0.88726
C -0.62008 -0.01532 2.78017
C 1.01726 1.16862 4.16274
C 3.67067 1.49388 -2.67244
C -2.55746 -1.40751 -2.35947
C -2.97812 1.32936 0.32707
C 0.41743 -2.46863 -1.12125
C -3.75327 -1.88142 -2.87537
C 1.51049 -4.08724 -2.59454
C 0.13910 1.19862 5.22586
C -2.00130 2.30844 0.99487
C 1.59581 -2.48979 -0.35076
C -1.88842 -2.10324 -1.35198
C -1.49999 0.02588 3.88373
C 1.59505 0.63688 1.83961
C 0.66191 0.58273 2.94285
C 1.92945 0.39605 -3.92033
C 2.42032 0.88697 -2.71564
C 3.93588 1.11865 -5.03136
C -3.64903 -3.76766 -1.40456
H 2.00439 1.60891 4.25980
H -2.47835 -0.41914 3.75813
H -4.25858 -1.31728 -3.65048
H -1.96683 2.09373 2.06284
H 5.39354 2.09461 -3.79361
H -2.35614 3.33219 0.86208
H -1.82972 0.64789 5.89019
H -0.65803 2.35670 -0.56316
H 4.04377 1.85805 -1.72476
H -1.93642 -3.83339 -0.10425
H 2.59449 1.03328 2.01311
H 3.53042 -4.66757 -2.10741
H -0.46375 -3.34320 -2.88950
H 0.95784 -0.07871 -3.93296
H 3.57346 -3.22360 -0.07927
H -5.24913 -3.42294 -2.79941
H 1.63226 -1.91024 0.55536
H 0.42022 1.66249 6.16153
H -2.12756 -0.48426 -2.72347
H 0.08002 2.49389 0.90513
H 2.31224 0.10727 -6.00526
H 4.52787 1.20560 -5.93396
H -4.07270 -4.68788 -1.01853
H 1.45852 -4.70688 -3.48375

Values from the calculation:
total charge	-1
2S+1	1
ΔE to the lowest compared entry with this formula, charge and spin	0.581	eV
HOMO-LUMO gap	6.3	eV

[4]
# C28H24N4O4PRe

A molecular structure, C28H24N4O4PRe at a distorted geometry (wB97M-V/def2-TZVPD, OMol25).

Atoms and positions in Å:
Re 1.02993 -1.05257 0.32567
P 0.10460 1.16696 0.61312
O -1.73080 -3.10381 -4.10307
O 4.69740 -1.40005 -1.11926
O -0.34973 -4.48038 -5.03751
O 2.83276 -0.66338 -0.04664
N -0.62969 -3.57811 -4.29769
N -0.80368 -2.04245 0.66072
N 1.45731 -0.86508 2.37496
N -2.49050 -3.05825 1.60850
C 0.76222 0.21776 3.11979
C 2.42578 2.54768 -0.05140
C -1.36738 -2.94664 -0.25312
C 0.84702 0.24053 4.49775
C -2.92436 1.04173 -2.02258
C -4.04859 0.97345 -1.20534
C 0.47422 -2.98959 -3.50082
C 1.69354 -3.63915 -3.43954
C 0.95410 4.73571 -0.97565
C -0.45659 2.28376 3.09460
C -0.38444 2.31993 4.47837
C 3.52898 -1.32288 -1.09335
C 0.25871 1.30268 5.17531
C 0.28318 3.59612 -0.56321
C 2.71657 -3.08847 -2.67151
C -1.53516 1.09376 -0.05658
C -1.52983 -2.16087 1.77844
C 2.48895 -1.91705 -1.96853
C 2.34112 4.77848 -0.94113
C -2.66459 1.02082 0.76130
C -1.66452 1.10596 -1.45289
C 0.22049 -1.79588 -2.85467
C 1.02566 2.50155 -0.09223
C -2.41170 -3.57035 0.33563
C 0.10965 1.21044 2.40155
C -3.92202 0.96904 0.17808
C 1.23698 -1.26632 -2.06273
C 3.07602 3.68876 -0.48212
H 3.68321 -3.57169 -2.60266
H 0.39184 5.58885 -1.33003
H -2.57024 1.02519 1.83951
H -3.17522 -3.31825 2.30746
H -0.82437 3.14875 5.01586
H 0.32043 1.34150 6.25464
H -4.80496 0.93842 0.80166
H -0.79663 1.23173 -2.09050
H 4.15612 3.73355 -0.46063
H -3.03724 1.07293 -3.09816
H 1.83328 -4.55990 -3.99273
H -3.08899 -4.32307 -0.02934
H 3.00793 1.71167 0.31072
H 2.47056 -0.69282 2.40465
H -0.99401 -3.07349 -1.24829
H 1.11951 -0.19530 -1.78965
H -1.39468 -1.59040 2.68345
H -0.79727 3.56323 -0.61047
H -0.72617 -1.30054 -3.01931
H 2.85647 5.66766 -1.27940
H -0.94215 3.08823 2.55551
H -5.03355 0.94357 -1.65225
H 1.37229 -0.53355 5.04416
H 1.32220 -1.75007 2.87357

Values from the calculation:
total charge	+3
2S+1	4
ΔE to the lowest compared entry with this formula, charge and spin	0.000	eV
HOMO-LUMO gap (alpha / beta)	6.7 / 6.2	eV